Record 1
This record from the Open Molecules 2025 dataset describes a 2-piece molecular cluster, C8H15N3 overall. The level of theory is ωB97M-V with the def2-TZVPD basis set.

- M (g mol⁻¹) = 153.2
- gap between HOMO and LUMO (eV) = 7.67
- relative energy (zero: lowest compared OMol25 entry of this formula, charge and spin) (kJ/mol) = 518.1

```
26
C8H15N3, DFT ωB97M-V with the def2-TZVPD basis set
C 1.59 -3.32 2.44
C 1.82 -2.16 1.50
C 1.28 -2.38 0.09
C -0.18 -2.72 0.08
C -1.59 2.47 -2.57
C -1.59 2.77 -1.12
C -2.45 3.80 -0.54
C -0.68 2.23 -0.27
H 2.12 -4.22 2.12
H 0.52 -3.57 2.50
H 1.95 -3.06 3.45
H 2.89 -1.95 1.42
H 1.36 -1.27 1.92
H 1.80 -3.21 -0.41
H 1.46 -1.49 -0.52
H -0.63 2.76 -3.02
H -2.37 2.98 -3.15
H -1.75 1.39 -2.73
H 0.51 1.01 -1.45
H -2.53 3.75 0.53
H -0.80 2.29 0.82
H 1.98 1.83 0.69
H 0.84 0.78 1.20
N -1.31 -2.96 0.06
N 0.45 1.58 -0.60
N 1.35 1.08 0.38
```

Atom charges from the natural (NBO) analysis, given in e for atoms 1 to 6: -0.614, -0.374, -0.510, 0.281, -0.647, -0.264

Record 2
This record from the Open Molecules 2025 dataset describes C26H44N2O3PtSb as an isolated structure. The level of theory is ωB97M-V with the def2-TZVPD basis set.

- charge = +3
- M (g mol⁻¹) = 749.5
- gap between HOMO and LUMO (alpha / beta) (eV) = 6.53 / 6.53
- relative energy (zero: lowest compared OMol25 entry of this formula, charge and spin) (kJ/mol) = 18.0

```
77
C26H44N2O3PtSb, DFT ωB97M-V with the def2-TZVPD basis set
Pt -0.81 -1.83 -0.49
C 2.61 -0.65 5.83
O 1.69 -0.25 4.79
C 1.87 -0.69 3.56
C 2.94 -1.50 3.14
C 2.99 -1.91 1.83
C 2.02 -1.54 0.89
C 2.06 -2.01 -0.47
C 3.29 -2.57 -1.08
O 1.04 -1.95 -1.23
C 1.00 -0.66 1.33
O 0.04 -0.19 0.40
C 0.90 -0.26 2.63
H 2.21 -0.20 6.74
H 3.60 -0.26 5.63
H 2.62 -1.73 5.93
H 3.70 -1.83 3.84
H 3.80 -2.56 1.52
H 4.14 -1.89 -0.97
H 3.12 -2.81 -2.12
H 3.56 -3.50 -0.55
H 0.11 0.39 2.96
C 3.12 2.08 -0.02
C 1.84 2.82 0.36
C 1.81 4.21 -0.27
C 1.73 2.96 1.88
Sb 0.11 1.74 -0.47
C -1.84 2.41 0.29
C -1.99 1.92 1.74
C -1.87 3.94 0.25
C -2.96 1.83 -0.57
C 0.17 1.39 -2.67
C -0.23 2.80 -3.14
C -0.85 0.36 -3.14
C 1.57 1.03 -3.14
H 3.95 2.58 0.48
H 3.33 2.12 -1.09
H 3.12 1.04 0.31
H 2.70 4.74 0.09
H 0.95 4.80 0.03
H 1.88 4.20 -1.36
H 2.57 3.59 2.20
H 1.83 2.02 2.40
H 0.82 3.46 2.19
H -1.26 2.37 2.40
H -1.96 0.84 1.82
H -2.98 2.24 2.09
H -1.16 4.38 0.95
H -2.87 4.26 0.57
H -1.71 4.36 -0.74
H -2.94 0.74 -0.61
H -2.95 2.23 -1.59
H -3.92 2.12 -0.13
H -1.22 3.10 -2.79
H -0.28 2.77 -4.23
H 0.50 3.56 -2.88
H -1.87 0.60 -2.85
H -0.58 -0.64 -2.82
H -0.81 0.37 -4.24
H 2.30 1.82 -2.94
H 1.51 0.92 -4.22
H 1.93 0.09 -2.73
C -4.94 -4.34 -2.93
C -3.92 -4.10 -1.89
C -3.65 -4.82 -0.71
C -2.58 -4.21 -0.11
N -2.20 -3.10 -0.86
N -3.05 -3.10 -1.94
C -1.87 -4.59 1.14
H -5.93 -4.35 -2.48
H -4.78 -5.33 -3.37
H -4.92 -3.59 -3.72
H -4.18 -5.68 -0.36
H -2.90 -2.45 -2.70
H -2.57 -4.64 1.97
H -1.08 -3.87 1.38
H -1.42 -5.57 1.03
```

Atom charges from the Mulliken analysis, given in e for atoms 1 to 6: 1.774, -0.958, -0.431, 0.954, -1.052, -1.328

Record 3
This record from the Open Molecules 2025 dataset describes a 5-piece molecular cluster, C19H27BrCl8O3 overall. The level of theory is ωB97M-V with the def2-TZVPD basis set.

- M (g mol⁻¹) = 667.0
- SMILES string = O=C1O[C@@H](CCCBr)[C@@H](CCCc2ccccc2)O1.ClCCl.ClCCl.ClCCl.ClCCl
- gap between HOMO and LUMO (eV) = 9.35

```
58
C19H27BrCl8O3, DFT ωB97M-V with the def2-TZVPD basis set
O 4.42 -0.61 0.63
C 3.34 -0.20 0.40
O 3.01 1.16 0.10
C 1.78 1.30 0.84
C 1.10 2.71 0.96
C 1.88 3.88 0.22
C 1.08 4.28 -1.08
Br 1.61 6.13 -1.57
C 1.02 0.08 0.25
C 0.74 -0.01 -1.31
C -0.80 -0.06 -1.69
C -1.56 1.33 -1.42
C -2.61 1.11 -0.29
C -2.26 1.10 1.13
C -3.22 0.85 2.21
C -4.62 0.60 1.89
C -5.00 0.65 0.47
C -4.04 0.90 -0.60
O 2.12 -0.90 0.40
H 2.07 1.03 1.90
H 0.03 2.75 0.65
H 1.12 2.98 2.06
H 1.84 4.79 0.89
H 2.96 3.66 0.05
H 1.25 3.55 -1.91
H -0.01 4.30 -0.86
H 0.19 -0.39 0.83
H 1.15 -1.01 -1.63
H 1.31 0.75 -1.91
H -1.30 -0.91 -1.15
H -0.89 -0.29 -2.79
H -0.77 2.07 -1.17
H -2.03 1.63 -2.40
H -1.20 1.26 1.45
H -2.86 0.87 3.27
H -5.34 0.39 2.71
H -6.08 0.48 0.24
H -4.42 0.90 -1.65
Cl 7.45 0.98 -2.56
C 7.24 0.74 -0.82
Cl 8.56 1.50 0.09
H 6.30 1.18 -0.51
H 7.24 -0.33 -0.61
Cl -5.26 -1.85 1.44
C -6.00 -3.19 2.34
Cl -4.77 -4.28 3.00
H -6.59 -2.78 3.16
H -6.65 -3.75 1.67
Cl 7.01 -2.08 -6.48
C 6.98 -0.48 -5.72
Cl 6.04 0.67 -6.68
H 6.53 -0.56 -4.74
H 8.00 -0.12 -5.63
Cl -7.09 -7.93 4.27
C -5.34 -7.65 4.31
Cl -4.54 -8.72 5.46
H -4.94 -7.84 3.32
H -5.16 -6.62 4.60
```

Atom charges from the natural (NBO) analysis, given in e for atoms 1 to 6: -0.549, 0.987, -0.541, 0.072, -0.441, -0.428

Record 4
This record from the Open Molecules 2025 dataset describes C24H37ClN2O3Ru as an isolated structure. The level of theory is ωB97M-V with the def2-TZVPD basis set.

- charge = -1
- M (g mol⁻¹) = 538.1
- spin multiplicity = 6
- gap between HOMO and LUMO (alpha / beta) (eV) = 2.66 / 6.18
- relative energy (zero: lowest compared OMol25 entry of this formula, charge and spin) (kJ/mol) = 194.1
- expectation value of S² = 8.77

```
68
C24H37ClN2O3Ru, DFT ωB97M-V with the def2-TZVPD basis set
Ru -0.95 -0.11 0.22
Cl -3.07 -0.13 1.70
N -0.28 1.95 -0.07
N -0.35 -2.19 0.03
C -1.03 2.71 -0.85
C -0.83 -2.91 -0.94
C 1.03 2.67 0.05
C 0.57 4.11 -0.19
C 1.94 2.26 -1.10
C 1.73 2.50 1.38
H 1.45 2.46 -2.06
H 2.20 1.20 -1.03
H 2.87 2.86 -1.06
H 1.16 2.99 2.17
H 2.72 2.99 1.33
H 1.88 1.44 1.63
C 0.75 -2.97 0.69
C 0.82 -4.22 -0.18
C 0.34 -3.34 2.09
C 2.05 -2.20 0.67
H 2.32 -1.95 -0.37
H 2.86 -2.81 1.09
H 1.98 -1.28 1.26
H -0.59 -3.93 2.06
H 0.17 -2.43 2.69
H 1.12 -3.95 2.56
O -0.25 -4.08 -1.16
H 0.62 -5.15 0.36
H 1.76 -4.32 -0.74
O -0.64 3.96 -0.99
H 1.26 4.73 -0.77
H 0.30 4.61 0.75
C -2.18 2.23 -1.64
C -1.92 -2.51 -1.85
C -1.35 -1.30 -2.46
H -2.80 -2.24 -1.26
H -2.14 -3.32 -2.54
C -1.42 -0.11 -1.69
C -1.54 1.12 -2.38
H -1.66 -0.16 1.86
C -0.92 1.21 -3.64
C -0.53 0.04 -4.29
C -0.76 2.55 -4.31
C -0.72 -1.22 -3.72
H -0.09 0.11 -5.30
C -0.37 -2.48 -4.45
H 0.17 -2.28 -5.38
H -1.30 -3.00 -4.72
H 0.24 -3.18 -3.86
H -1.74 3.03 -4.41
H -0.33 2.44 -5.32
H -0.10 3.25 -3.77
H -2.57 3.03 -2.26
H -2.94 1.84 -0.97
C -0.74 1.52 3.81
C 0.08 0.27 3.59
C 1.45 0.54 4.19
C -0.51 -0.82 4.47
O 0.16 -0.11 2.24
H -0.74 1.77 4.88
H -1.76 1.40 3.48
H -0.31 2.37 3.28
H 1.33 0.78 5.26
H 2.08 -0.35 4.11
H 1.94 1.37 3.70
H -1.45 -1.20 4.08
H 0.20 -1.64 4.58
H -0.69 -0.41 5.47
```

Atom charges from the natural (NBO) analysis, given in e for atoms 1 to 6: 1.162, -0.394, -0.717, -0.613, 0.481, 0.656

Record 5
This record from the Open Molecules 2025 dataset describes C5H19N2Pb as an isolated structure. The level of theory is ωB97M-V with the def2-TZVPD basis set.

- charge = -1
- M (g mol⁻¹) = 314.4
- gap between HOMO and LUMO (alpha / beta) (eV) = 3.19 / 3.18
- relative energy (zero: lowest compared OMol25 entry of this formula, charge and spin) (kJ/mol) = 0.0

```
27
C5H19N2Pb, DFT ωB97M-V with the def2-TZVPD basis set
C 2.69 1.19 -0.98
Pb 0.23 -1.11 -1.07
N -1.59 -2.71 -1.29
N 0.23 -0.25 -3.58
H -2.46 -2.24 -1.06
H 2.71 0.17 -0.61
H 3.11 1.85 -0.22
H 1.64 1.46 -1.23
H 3.33 1.25 -1.88
H -0.73 -0.04 -3.86
H 0.54 -0.96 -4.25
H 0.76 0.59 -3.84
H -1.62 -2.99 -2.27
H -1.52 -3.57 -0.72
C -1.23 1.54 2.65
C -0.22 0.71 1.80
C 0.27 -0.47 2.64
C -0.83 0.28 0.46
H -2.14 0.98 2.88
H -1.52 2.47 2.12
H -0.75 1.84 3.61
H 0.64 1.38 1.64
H -0.56 -1.15 2.88
H 1.02 -1.04 2.09
H 0.73 -0.14 3.59
H -1.80 -0.20 0.68
H -0.94 1.14 -0.20
```

Atom charges from the natural (NBO) analysis, given in e for atoms 1 to 6: -0.859, -0.077, -1.190, -1.249, 0.383, 0.233

Record 6
This record from the Open Molecules 2025 dataset describes C30H20Cl4N6O2STi as an isolated structure. The level of theory is ωB97M-V with the def2-TZVPD basis set.

- M (g mol⁻¹) = 718.3
- gap between HOMO and LUMO (eV) = 7.56
- relative energy (zero: lowest compared OMol25 entry of this formula, charge and spin) (kJ/mol) = 0.0

```
64
C30H20Cl4N6O2STi, DFT ωB97M-V with the def2-TZVPD basis set
Ti 0.76 0.39 0.15
C 4.46 -1.70 1.38
C 4.52 -2.87 0.62
C 3.41 -3.28 -0.06
C 2.24 -2.51 0.00
N 2.22 -1.33 0.63
C 3.31 -0.97 1.34
N 1.10 -3.09 -0.55
C -0.05 -2.52 -0.54
N -0.43 -1.23 -0.23
C -1.81 -1.14 -0.33
N -2.64 -0.18 -0.14
C -2.44 1.14 0.28
C -3.62 1.90 0.25
C -3.60 3.22 0.64
C -2.40 3.76 1.06
C -1.29 2.96 1.06
N -1.28 1.67 0.69
C -2.33 -2.46 -0.77
C -3.62 -2.88 -1.03
C -3.79 -4.20 -1.43
C -2.69 -5.06 -1.57
C -1.40 -4.62 -1.30
C -1.26 -3.30 -0.91
H 5.30 -1.35 1.97
H 5.43 -3.45 0.58
H 3.37 -4.20 -0.62
H 3.22 -0.04 1.88
H -4.52 1.40 -0.09
H -4.51 3.81 0.61
H -2.32 4.80 1.37
H -0.33 3.36 1.37
H -4.46 -2.20 -0.92
H -4.78 -4.58 -1.65
H -2.85 -6.08 -1.88
H -0.54 -5.26 -1.40
O 0.31 -0.10 2.02
N 0.42 0.56 3.16
C -0.17 0.01 4.24
C -0.09 0.63 5.46
C 0.61 1.84 5.55
C 1.20 2.37 4.43
C 1.12 1.72 3.18
S 1.84 2.25 1.73
H -0.68 -0.92 4.05
H -0.57 0.18 6.32
H 0.68 2.36 6.49
H 1.75 3.31 4.46
Cl 0.12 2.99 -6.95
C 0.12 2.44 -5.30
C -0.10 1.10 -5.03
C -0.10 0.66 -3.72
Cl -0.40 -1.02 -3.44
C 0.14 1.53 -2.65
O 0.15 1.11 -1.39
C 0.35 2.87 -2.97
Cl 0.64 4.03 -1.71
C 0.35 3.33 -4.27
H -0.28 0.40 -5.83
H 0.52 4.38 -4.48
Cl 2.99 -0.08 -2.04
C 2.65 1.04 -0.66
H 2.53 2.04 -1.09
H 3.53 1.02 -0.03
```

Atom charges from the natural (NBO) analysis, given in e for atoms 1 to 6: 1.634, -0.284, -0.142, -0.233, 0.393, -0.516